<a>
# C5H12S

A single C5H12S molecule (ωB97M-V/def2-TZVPD, OMol25).

Values from the calculation:
Charge: 0
HOMO-LUMO gap (eV): 9.4
SMILES: CC(C)[C@@H](C)S

Last column: Löwdin charge in e.
Cartesian coordinates (Å):
C 1.14 1.33 -1.00  -0.10
C 0.24 0.74 0.09  -0.38
C -1.17 0.97 -0.01  -0.14
C 0.61 -1.07 -0.08  -0.67
C 0.08 -1.91 1.03  -0.17
S -0.07 -1.49 -1.70  0.71
H 2.11 0.73 -0.93  0.09
H 1.49 2.28 -0.78  0.04
H 0.77 1.29 -2.02  0.07
H 0.58 0.78 1.15  0.12
H -1.44 1.29 -0.97  0.07
H -1.77 0.19 0.40  0.08
H -1.38 1.74 0.67  0.07
H 1.71 -1.03 -0.23  0.07
H -1.05 -1.88 1.10  0.08
H 0.32 -1.25 1.98  0.11
H 0.57 -2.87 1.02  0.06
H -0.65 -2.71 -1.36  -0.12

<b>
# C5H12S

A 3-piece molecular cluster, C5H12S overall (ωB97M-V/def2-TZVPD, OMol25).

Values from the calculation:
Charge: 0
HOMO-LUMO gap (eV): 3.8

Last column: Löwdin charge in e.
Cartesian coordinates (Å):
C 0.42 1.83 -0.37  -0.15
C 0.01 0.89 -1.53  -0.21
C -0.11 -0.57 -0.97  -0.22
C 0.55 -1.66 -1.29  0.22
S 0.74 0.76 2.53  0.39
C 0.55 -1.03 2.04  -0.59
H 1.09 1.18 0.38  0.01
H -0.38 2.25 0.23  0.05
H 0.93 2.70 -0.83  0.08
H -0.93 1.03 -2.07  0.11
H 0.86 0.85 -2.29  0.12
H -2.72 -1.15 0.01  0.04
H -1.00 -0.58 -0.39  0.01
H -3.20 -0.57 -0.11  0.07
H 1.60 -1.72 -1.11  0.06
H 0.35 -1.64 2.96  0.03
H -0.22 -1.25 1.25  -0.02
H 1.48 -1.32 1.56  -0.01

Result of the stability comparison: <a> is the most stable of them.

<a>
# C9H11O3

C9H11O3 as an isolated structure (ωB97M-V/def2-TZVPD, OMol25).

Values from the calculation:
Charge: -1
HOMO-LUMO gap (eV): 7.6

Last column: Löwdin charge in e.
Cartesian coordinates (Å):
C 0.67 -2.82 2.84  -0.08
C 0.59 0.77 0.24  -0.40
C -0.49 0.35 1.10  -0.03
C 1.77 0.02 0.39  -0.03
C -0.40 -0.73 1.95  -0.09
C 1.83 -1.00 1.35  -0.08
C 0.69 -1.63 1.89  -0.29
O 0.40 1.77 -0.55  -0.07
H 0.41 1.63 -1.73  0.05
H -1.40 0.84 0.78  0.10
H 2.61 0.23 -0.25  0.10
H -1.26 -0.91 2.56  0.09
H 2.79 -1.45 1.65  0.09
H 1.66 -3.13 3.14  0.06
H 0.39 -3.70 2.24  0.07
H 0.04 -2.70 3.71  0.06
C -2.05 2.01 -2.63  0.00
C -0.82 1.47 -3.52  -0.66
O 0.28 1.18 -2.88  -0.03
O -0.96 1.38 -4.72  -0.01
H -2.01 3.03 -3.00  0.06
H -1.88 1.96 -1.56  0.04
H -2.86 1.40 -3.00  0.06

<b>
# C9H11O3

A 2-piece molecular cluster, C9H11O3 overall (ωB97M-V/def2-TZVPD, OMol25).

Values from the calculation:
Charge: -1
HOMO-LUMO gap (eV): 7.2

Last column: Löwdin charge in e.
Cartesian coordinates (Å):
C 1.32 -3.26 1.68  -0.01
C 1.83 -3.42 0.25  -0.62
O 2.26 -2.33 -0.36  0.03
O 2.05 -4.53 -0.22  0.00
H 1.20 -2.20 1.92  0.06
H 2.20 -3.50 2.28  0.08
H 0.56 -3.99 1.93  0.07
C -2.51 2.86 -1.45  -0.09
C -0.66 -0.09 -0.04  -0.03
C -1.68 0.72 -0.51  -0.08
C 0.60 0.45 0.30  -0.41
C -1.39 2.06 -0.79  -0.33
C 0.83 1.85 0.11  -0.03
C -0.18 2.65 -0.44  -0.08
O 1.63 -0.23 0.73  -0.14
H -0.68 -1.16 0.16  0.10
H -2.69 0.34 -0.51  0.09
H 1.96 -1.39 0.11  0.03
H 1.81 2.28 0.24  0.09
H -2.38 2.71 -2.52  0.07
H -2.47 3.92 -1.20  0.05
H -0.10 3.72 -0.58  0.09
H -3.51 2.55 -1.11  0.06

Result of the stability comparison: <b> is the most stable of them.

<a>
# C5H14N

An isolated ion of composition C5H14N and charge +1 (ωB97M-V/def2-TZVPD, OMol25).

Values from the calculation:
Charge: +1
HOMO-LUMO gap (eV): 12.1
SMILES: CC(C)[C@H](C)[NH3+]

Last column: Löwdin charge in e.
Cartesian coordinates (Å):
C 0.23 -1.82 -1.06  -0.03
C 0.33 -0.81 0.09  -0.39
C 1.63 -0.10 0.08  -0.08
C -0.88 0.21 0.18  -0.20
C -0.95 1.29 -0.88  -0.03
N -0.52 1.00 1.53  0.20
H 1.12 -2.36 -1.24  0.07
H 0.15 -1.32 -2.10  0.12
H -0.67 -2.39 -1.05  0.07
H 0.31 -1.32 0.96  0.09
H 2.43 -0.88 0.07  0.12
H 1.99 0.36 0.89  0.02
H 1.90 0.44 -0.91  0.14
H -1.86 -0.29 0.30  0.16
H -1.86 1.59 -1.24  0.06
H -0.65 0.86 -1.81  0.08
H -0.24 2.13 -0.70  0.11
H 0.47 1.45 1.47  0.19
H -0.45 0.41 2.34  0.15
H -1.17 1.68 1.86  0.14

<b>
# C5H14N

An isolated ion of composition C5H14N and charge +1 (ωB97M-V/def2-TZVPD, OMol25).

Values from the calculation:
Charge: +1
HOMO-LUMO gap (eV): 11.9
SMILES: CC(C)CC[NH3+]

Last column: Löwdin charge in e.
Cartesian coordinates (Å):
C 0.48 -1.24 1.20  -0.05
C 1.08 -0.46 0.03  -0.40
C 1.53 0.95 0.43  -0.07
C 0.10 -0.44 -1.17  -0.16
C -1.37 -0.14 -0.96  -0.13
N -1.62 0.96 0.05  0.20
H 1.21 -1.57 1.93  0.10
H -0.31 -0.71 1.71  0.06
H 0.06 -2.15 0.80  0.09
H 1.92 -1.00 -0.39  0.14
H 2.48 0.97 0.96  0.10
H 0.80 1.50 1.02  0.07
H 1.74 1.55 -0.43  0.07
H 0.18 -1.40 -1.68  0.13
H 0.46 0.30 -1.89  0.12
H -1.90 0.20 -1.85  0.13
H -1.92 -1.03 -0.65  0.14
H -2.51 1.44 -0.09  0.18
H -0.86 1.64 -0.01  0.15
H -1.56 0.62 1.01  0.15

<c>
# C5H14N

A 2-piece molecular cluster, C5H14N overall (ωB97M-V/def2-TZVPD, OMol25).

Values from the calculation:
Charge: +1
HOMO-LUMO gap (eV): 6.5

Last column: Löwdin charge in e.
Cartesian coordinates (Å):
C 1.50 1.56 -0.95  0.03
C 0.51 0.53 -0.17  -0.33
C -0.96 0.39 -0.69  -0.19
C -1.85 -0.80 -0.18  -0.22
C -1.85 -0.67 1.39  -0.09
N 0.81 -0.84 -0.26  0.38
H 1.88 0.95 -1.77  0.08
H 2.35 1.62 -0.28  0.08
H 1.21 2.56 -1.31  0.11
H 0.52 0.84 0.93  0.24
H -1.55 1.30 -0.52  0.13
H -0.87 0.30 -1.81  0.13
H -2.87 -0.68 -0.56  0.12
H -1.40 -1.76 -0.51  0.10
H -1.87 0.38 1.66  0.07
H -2.72 -1.22 1.78  0.09
H -0.91 -1.07 1.80  0.06
H 3.34 -1.42 0.68  0.11
H 1.80 -1.13 -0.18  0.02
H 2.93 -0.84 0.97  0.07

Result of the stability comparison: <b> is the most stable of them.